Formula: C10H15OPS
Source: the Open Molecules 2025 dataset
Level of theory: ωB97M-V/def2-TZVPD

XYZ file:
```
28
Properties=species:S:1:pos:R:3:forces:R:3
C 3.8744 -0.2307 0.1583 -1.0 -0.3 1.6
C 3.0980 -0.7143 1.2234 -0.2 0.2 0.1
C 3.2230 0.2273 -0.9453 -1.0 1.0 -2.5
C 1.6769 -0.7452 1.1117 1.3 -1.5 2.5
C 1.8532 0.0350 -1.1311 0.6 -0.6 3.8
C 1.0383 -0.4581 -0.0652 0.1 -0.2 -0.8
C -1.2383 1.6296 -0.5321 1.9 0.5 -2.4
C -3.2558 0.0549 -0.4233 0.2 -0.2 0.4
C -1.8546 0.4094 1.6181 -1.3 -0.9 0.1
C -1.8465 0.3937 0.0882 0.0 -0.8 -0.7
O -0.6486 -1.0859 -2.0078 -0.9 0.6 1.4
P -0.7186 -1.0568 -0.3263 2.0 -2.0 -1.4
S -0.8576 -2.9968 0.4269 -0.3 3.0 -0.8
H 4.9168 -0.1029 0.2589 1.0 0.0 0.1
H 3.5947 -1.0447 2.1701 -0.6 0.4 -1.0
H 3.6976 0.8368 -1.7590 0.0 -0.9 0.9
H 1.1570 -1.1580 2.0411 0.4 0.6 -1.6
H 1.3878 0.4865 -1.9053 -1.3 0.9 -2.8
H -0.8140 1.5326 -1.6646 -2.2 0.2 2.1
H -1.8450 2.5021 -0.2873 -0.3 0.0 -0.7
H -0.2583 1.9114 -0.1719 0.3 -0.3 1.2
H -3.3731 -1.0020 -0.0209 -0.9 1.3 -0.7
H -3.2925 0.0936 -1.5201 -0.1 -0.3 0.3
H -3.9853 0.8254 -0.0305 0.6 -1.1 -0.2
H -1.5998 1.3449 2.0227 1.0 1.3 0.4
H -2.8674 0.2612 2.0837 0.8 -0.5 -0.8
H -1.1871 -0.3885 1.9228 0.0 0.1 1.0
H 0.1248 -1.5605 -2.3353 -0.1 -0.2 0.3
```
Forces are in eV/Å.

**LUMO energy**: 0.59 eV
**SMILES string**: CC(C)(C)[P@](O)(=S)c1ccccc1
**Energy**: -1204.81582 Eh
**Charge**: 0
**Energy above the lowest of the compared OMol25 structures with the same formula, charge and spin**: 1.6 kcal/mol
**Gap between HOMO and LUMO**: 9.0 eV



Formula: C10H15PS
Source: the Open Molecules 2025 dataset
Level of theory: ωB97M-V/def2-TZVPD

XYZ file:
```
27
Properties=species:S:1:pos:R:3:forces:R:3
C 0.2564 4.5955 -1.4451 0.1 -2.2 -0.7
C 0.1703 3.6808 -2.5294 -0.4 2.9 -1.8
C 0.0922 4.0035 -0.2431 -0.8 1.1 4.4
C -0.2079 2.3972 -2.3910 -0.1 -1.8 1.0
C -0.1393 2.6315 0.0089 0.2 1.2 -0.4
C -0.2472 1.8568 -1.0776 -0.4 -2.1 -2.0
C 0.7371 -2.8003 2.2453 -0.2 1.5 -1.7
C -1.5983 -2.5071 1.1325 0.0 -1.6 -1.3
C 0.5810 -2.9021 -0.2682 -1.2 -0.1 3.3
C -0.0727 -2.2569 1.0033 0.4 0.2 0.4
P 0.3235 -0.4089 0.9564 -0.2 -0.7 -0.6
S -0.4203 0.0343 -1.0797 0.4 0.6 1.3
H 0.4029 5.6469 -1.5357 0.2 0.4 -0.3
H 0.2429 4.1347 -3.5364 0.0 -0.5 0.5
H 0.0217 4.6377 0.7135 0.4 -0.7 -1.6
H -0.5040 1.6911 -3.1793 0.6 0.7 -0.1
H -0.2954 2.1812 0.9665 0.2 0.4 0.6
H 1.6741 -2.2752 2.3472 0.5 0.4 -0.1
H 0.2344 -2.6544 3.1493 -1.0 0.1 1.4
H 1.0221 -3.8046 2.1260 0.0 -1.5 -0.2
H -1.7968 -3.5393 0.6403 -0.1 1.8 0.3
H -2.2495 -1.6858 0.7230 0.7 -1.0 0.1
H -1.8975 -2.7275 2.1438 0.0 0.4 0.6
H 0.1033 -2.5321 -1.0845 -1.2 1.0 -2.7
H 1.6005 -2.6012 -0.2768 1.0 -0.5 -0.2
H 0.3194 -3.9432 -0.1885 0.7 -0.7 -0.2
H 1.6472 -0.8528 0.6793 0.1 0.9 -0.2
```
Forces are in eV/Å.

**LUMO energy**: 0.80 eV
**SMILES string**: CC(C)(C)PSc1ccccc1
**Energy**: -1129.53377 Eh
**Charge**: 0
**Energy above the lowest of the compared OMol25 structures with the same formula, charge and spin**: 1.7 kcal/mol
**Gap between HOMO and LUMO**: 9.1 eV



Formula: C10H16
Source: the Open Molecules 2025 dataset
Level of theory: ωB97M-V/def2-TZVPD

XYZ file:
```
26
Properties=species:S:1:pos:R:3:forces:R:3
C 0.1632 0.3241 -2.7681 0.6 -0.9 3.6
C -1.2905 -1.7568 0.1069 -2.4 -1.2 2.1
C -0.6839 -1.4610 -1.0642 2.3 -0.4 -1.2
C -2.1103 -0.7846 0.7666 1.0 -0.1 1.1
C -0.6130 -0.1228 -1.5313 -3.0 2.3 -0.6
C -2.0641 0.6105 0.3491 -1.3 -0.2 0.6
C -1.5744 0.7547 -0.9733 1.7 2.8 1.6
H -1.3753 -2.8291 0.5492 0.5 1.8 -1.0
H -0.0129 -2.1060 -1.6236 -0.2 -0.8 0.3
H -2.4381 -0.9568 1.7970 0.0 -0.4 -0.3
H -2.5368 1.4164 1.1270 1.0 -1.7 -2.6
H -0.2105 -0.2987 -3.5266 0.6 -0.7 -1.8
H 1.2050 0.2764 -2.3652 -0.1 -1.0 -1.5
H -1.5767 1.8242 -1.3254 0.0 -1.0 -0.1
H 0.1365 1.3612 -2.9615 -1.0 1.2 -0.4
C 2.7195 0.8944 1.4357 -3.6 2.3 0.3
C 2.0393 0.5416 2.8401 1.6 -0.1 -2.0
C 1.8469 0.4536 0.2518 -4.3 0.8 -0.7
H 2.5183 2.0928 1.4541 2.3 -2.5 -0.4
H 3.5502 0.2368 1.4755 2.2 1.0 -0.3
H 2.2692 -0.5144 2.8297 -0.4 -0.6 1.0
H 1.9092 0.8366 -0.8633 0.8 -0.2 2.6
H 1.5879 -0.6113 0.1042 0.8 0.1 0.4
H 0.7278 0.8103 0.5806 2.3 -0.5 -1.0
H 2.6869 1.0718 3.6204 -1.7 -0.6 -0.7
H 0.9628 0.6683 2.6480 0.3 0.4 1.2
```
Forces are in eV/Å.

**LUMO energy (alpha / beta)**: 3.79 / 3.66 eV
**2S+1**: 2
**<S²>**: 0.762
**Energy**: -390.44959 Eh
**Charge**: -1
**Energy above the lowest of the compared OMol25 structures with the same formula, charge and spin**: 83.9 kcal/mol
**Gap between HOMO and LUMO (alpha / beta)**: 3.0 / 7.1 eV



Formula: C10H16
Source: the Open Molecules 2025 dataset
Level of theory: ωB97M-V/def2-TZVPD

XYZ file:
```
26
Properties=species:S:1:pos:R:3:forces:R:3
C 0.3521 1.9664 -1.4290 -1.5 -0.1 -1.8
C 1.2149 3.1633 -1.0142 1.1 -1.0 1.3
C -1.2345 2.0600 -1.4916 1.7 0.0 1.2
H 0.3926 1.7383 -2.5219 1.7 -0.4 0.9
H 0.6246 1.1770 -0.7179 -0.3 -0.4 -0.9
H 0.7197 3.9518 -0.4652 -0.3 0.5 -0.5
H -1.5405 2.8501 -2.1771 -0.2 0.6 0.8
H 1.9802 3.4771 -1.7119 -0.6 0.7 -0.8
H 1.9441 2.7968 -0.2570 -0.6 -0.1 0.0
H -1.6397 1.1704 -1.9718 0.2 -0.3 0.4
H -1.4708 2.0841 -0.4214 -1.2 0.5 -0.5
C -0.7520 -3.2247 -0.6325 -0.5 -1.6 0.5
C 1.3241 -0.7588 1.3124 0.9 0.8 0.7
C 0.9715 -1.8209 0.4987 0.2 0.8 0.6
C 0.4919 -0.2452 2.2998 -0.3 -1.3 -1.2
C -0.3526 -2.3054 0.4760 0.9 0.0 0.5
C -0.7165 -0.9038 2.4162 -0.8 0.7 0.9
C -1.1824 -1.8749 1.5187 0.4 0.5 -0.4
H 2.3213 -0.2935 1.2640 -0.3 -0.6 -0.3
H 1.8546 -2.1861 -0.0050 -0.6 -0.5 -1.0
H 0.8101 0.5699 2.9157 -0.1 0.2 0.4
H -1.3261 -0.5725 3.2567 -0.3 -0.3 -0.3
H -0.5418 -2.7772 -1.5927 -0.3 0.1 -0.3
H -1.7727 -3.6144 -0.5302 -0.2 0.9 -0.3
H -2.2121 -2.2161 1.6079 0.2 -0.1 -0.1
H -0.2601 -4.2118 -0.6269 0.7 0.5 0.2
```
Forces are in eV/Å.

**LUMO energy**: 0.97 eV
**SMILES string**: Cc1ccccc1.CCC
**Energy**: -390.57553 Eh
**Charge**: 0
**Energy above the lowest of the compared OMol25 structures with the same formula, charge and spin**: 37.9 kcal/mol
**Gap between HOMO and LUMO**: 10.0 eV